1.
Molecular formula: C15H34BaN4O10
Method: DFT, ωB97M-V with the def2-TZVPD basis set

Geometry as XYZ:
```
64
Properties=species:S:1:pos:R:3:mulliken_spin:R:1
Ba -0.4171 -13.2118 -19.8579 -0.002
C 0.7036 -18.2611 -22.5264 0.333
C 1.2597 -18.2702 -23.8426 0.048
C 1.7583 -16.9333 -24.5189 -0.019
O 2.5036 -17.0601 -25.4273 0.037
C 1.3488 -15.7331 -23.8621 0.216
C 0.7243 -15.7594 -22.6441 -0.101
C 0.4937 -17.1030 -21.9087 0.054
O 0.0111 -17.1734 -20.7044 0.241
O 0.4480 -14.5619 -22.1549 0.001
O 1.3595 -19.3237 -24.4944 0.195
H 0.5554 -19.1897 -21.9953 -0.011
H 1.6443 -14.7888 -24.2950 0.009
C -3.0641 -16.0341 -18.9190 -0.001
O -2.1485 -15.2369 -19.0302 0.000
N -3.0687 -17.2409 -19.4836 0.001
N -4.1615 -15.8718 -18.2343 0.000
H -2.1858 -17.4122 -19.9432 0.001
H -3.7501 -17.8935 -19.1232 0.000
H -4.2346 -15.0749 -17.6181 0.000
H -4.8252 -16.6122 -18.0572 0.000
C -1.7281 -9.0757 -22.8968 0.000
C -1.8182 -10.3617 -21.9284 0.000
C -2.3378 -11.6348 -22.7343 0.000
O -2.4973 -12.6719 -21.6887 0.000
C -3.3877 -13.7346 -22.0140 0.000
N -0.4723 -10.6085 -21.3829 0.000
H -2.6831 -8.6061 -22.6611 0.000
H -1.6201 -9.1751 -23.9769 0.000
H -0.9280 -8.4298 -22.5355 0.000
H -2.4597 -10.0471 -21.1053 0.000
H -1.7421 -11.9568 -23.5885 0.000
H -3.3492 -11.4130 -23.0748 0.000
H -3.0517 -14.0871 -22.9891 0.000
H -4.4273 -13.4251 -22.1216 0.000
H -3.2858 -14.6290 -21.3994 0.000
H 0.2615 -10.3925 -22.0425 0.000
H -0.3725 -9.8829 -20.6875 0.000
C 2.2376 -16.7403 -17.3404 0.000
C 1.3064 -15.6156 -17.8071 0.002
C 1.3340 -14.4554 -16.8421 0.000
O 0.2728 -13.5567 -17.0027 0.000
C 0.3048 -12.6648 -15.9362 0.000
N 1.7108 -15.1491 -19.1236 -0.002
H 3.1984 -16.8173 -17.8493 0.000
H 1.6447 -17.6341 -17.5346 0.000
H 2.4481 -16.7102 -16.2713 0.000
H 0.3177 -16.0226 -18.0194 -0.001
H 2.2467 -13.8799 -16.9964 0.000
H 1.3217 -14.8242 -15.8165 0.000
H 1.2088 -12.0558 -15.9311 0.000
H 0.1750 -13.1508 -14.9693 0.000
H -0.5818 -12.0399 -16.0435 0.000
H 1.6066 -16.0180 -19.6278 -0.001
H 2.7034 -14.9692 -19.1749 0.001
O 1.9973 -12.0731 -20.3538 0.000
H 2.8136 -11.7920 -19.9404 0.000
H 2.1223 -11.8853 -21.2840 0.000
O -2.7839 -12.3081 -18.6680 0.000
H -3.1281 -11.6201 -18.0983 0.000
H -3.5010 -12.9376 -18.7442 0.000
O -0.4592 -10.8681 -18.2814 0.000
H -0.1388 -9.9661 -18.2865 0.000
H -1.0821 -10.8974 -17.5552 0.000
```

Gap between HOMO and LUMO (spin up / spin down) = 7.23 / 5.40 eV
Lowest unoccupied orbital energy (spin up / spin down) = -2.970 / -4.359 eV
Charge = +1
Multiplicity = 2

***

2.
Molecular formula: C15H34Cl8N4O11
Method: DFT, ωB97M-V with the def2-TZVPD basis set

Geometry as XYZ:
```
72
Properties=species:S:1:pos:R:3:lowdin_charge:R:1
Cl -6.5524 -1.8589 -2.1228 0.600
C -4.9645 -2.0946 -1.4544 -0.697
C -4.4440 -0.8145 -0.8646 -0.521
Cl -2.7593 -0.8969 -0.4204 0.871
H -4.2771 -2.5554 -2.1638 0.042
H -5.0571 -2.8472 -0.6714 0.072
H -4.9062 -0.3863 0.0248 0.085
H -4.5069 -0.0898 -1.6763 0.077
Cl -2.2719 0.6234 3.0431 0.683
C -0.8460 1.2370 3.9500 -0.572
C 0.0907 1.8952 2.9185 -0.707
Cl 1.5029 2.4752 3.8420 0.666
H -0.3923 0.3977 4.4770 0.047
H -1.1736 1.8596 4.7827 0.073
H -0.3030 2.7374 2.3495 0.002
H 0.5316 1.2695 2.1425 -0.043
Cl -0.9445 3.0460 -2.5181 0.645
C 0.2254 4.1058 -1.8063 -0.661
C -0.4314 4.6685 -0.4886 -0.772
Cl 0.6740 5.7542 0.3334 0.611
H 0.5065 4.8132 -2.5865 0.087
H 1.0901 3.4876 -1.5648 -0.013
H -0.6240 3.9476 0.3059 -0.178
H -1.3649 5.1982 -0.6783 0.076
Cl -0.9863 -0.0293 -2.1392 0.787
C -0.7499 -0.0733 -0.3794 -0.693
C 0.3585 0.8218 0.1904 -0.382
Cl -0.1738 2.5619 0.3580 0.871
H -0.3574 -1.0850 -0.2761 -0.044
H -1.7213 -0.0600 0.1148 -0.143
H 1.1835 0.5783 -0.4791 0.072
H 0.6991 0.5944 1.2006 0.000
C -1.0792 -2.7768 -1.1666 -0.059
N -1.7757 -3.2508 -2.4473 -0.384
O -1.5762 -4.4100 -2.8565 0.038
O -2.5290 -2.4874 -2.9743 0.016
H -1.1039 -1.6879 -1.2088 -0.093
H -0.0949 -3.2416 -1.2232 0.099
H -1.7049 -3.0755 -0.3255 0.095
C -0.6826 -2.5693 3.2978 0.067
N -1.0511 -1.9203 2.0344 -0.345
O -0.1164 -1.6249 1.2478 -0.092
O -2.2444 -1.8470 1.8360 -0.066
H -1.5732 -3.0718 3.6752 0.114
H -0.2812 -1.7237 3.8564 0.087
H 0.0959 -3.3031 3.0891 0.104
C 2.3784 -1.4521 1.7202 0.078
N 2.0344 -0.0438 2.1236 -0.394
O 2.4142 0.9428 1.4787 0.016
O 1.3373 -0.0242 3.0851 -0.068
H 1.6796 -2.1370 2.2005 0.084
H 3.4175 -1.6486 1.9845 0.125
H 2.2978 -1.5333 0.6362 0.055
C 2.5734 -3.2606 -0.7570 0.107
N 1.9131 -1.9450 -1.0834 -0.340
O 2.5899 -1.0843 -1.6520 0.047
O 0.8637 -1.7819 -0.4795 -0.211
H 2.0680 -3.3647 0.2031 0.097
H 3.6436 -3.0651 -0.6889 0.120
H 2.1431 -3.7767 -1.6152 0.121
C 1.1671 0.3682 -3.3286 -0.174
O 1.7027 1.6448 -2.9271 0.006
C 2.5595 1.7398 -1.9200 -0.528
O 3.2269 0.7881 -1.4457 0.056
O 2.6560 3.0266 -1.5469 -0.069
C 3.0702 3.4967 -0.2484 -0.048
H 1.7889 -0.2355 -3.9895 0.100
H 0.3198 0.5399 -3.9924 0.067
H 0.8934 -0.3257 -2.5338 -0.016
H 2.3825 3.4159 0.5934 0.057
H 3.5489 4.4704 -0.3531 0.097
H 3.9931 2.9548 -0.0419 0.095
```

Gap between HOMO and LUMO = 7.73 eV
Lowest unoccupied orbital energy = -0.924 eV
ΔE to the lowest compared entry with this formula, charge and spin = 21.247 eV

***

3.
Molecular formula: C15H34GdGeN3O3SSe
Method: DFT, ωB97M-V with the def2-TZVPD basis set

Geometry as XYZ:
```
59
Properties=species:S:1:pos:R:3:mulliken_spin:R:1
Gd -0.0014 -0.0421 -0.5579 6.583
N -0.9981 -1.2452 -5.1651 0.001
N -1.5328 -0.3884 -4.2015 0.005
C -0.9002 -0.2184 -3.0510 0.016
O -1.5476 0.1558 -2.0254 0.076
O 0.3435 -0.5371 -2.8264 0.046
H 0.0689 -1.3231 -5.0460 0.000
H -1.1121 -0.8161 -6.0741 0.000
H -2.5138 -0.3197 -4.2670 -0.001
C 2.8196 -2.6638 -2.5691 0.000
Ge 2.4482 -2.8565 -0.6015 0.026
C 2.7282 -1.0202 0.1711 0.011
C 3.7128 -3.9893 0.3465 0.000
C 0.7422 -3.7970 -0.3344 0.000
Se -1.0534 -3.0286 -0.2964 0.200
C -1.2562 -3.4528 -2.2766 -0.006
H 2.0224 -3.0348 -3.1682 0.000
H 3.7291 -3.3423 -2.7531 0.000
H 3.0800 -1.6593 -2.9530 0.000
H 3.0041 -0.3430 -0.6482 0.000
H 3.5529 -1.0583 0.8876 0.000
H 1.8603 -0.6228 0.7768 0.012
H 4.7658 -3.7152 0.1080 0.000
H 3.5178 -4.9945 0.0239 0.000
H 3.5756 -3.8634 1.4513 0.000
H 0.8245 -4.2054 0.7010 0.002
H 0.6436 -4.6744 -0.9452 0.001
H -0.2521 -3.5812 -2.7431 -0.001
H -1.8268 -2.6592 -2.7848 0.000
H -1.8118 -4.3816 -2.2375 0.007
O 0.9374 1.8395 -0.6605 0.019
S 1.7584 3.1639 -0.5950 -0.001
C 3.1439 2.9057 0.5690 0.001
C 2.9751 4.0095 1.6849 0.000
C 1.8737 5.0055 1.3420 0.000
C 0.8108 4.3055 0.5398 0.000
H 4.0883 3.1350 -0.0228 0.000
H 3.2635 1.8715 0.9571 0.000
H 3.8777 4.5819 1.9389 0.000
H 2.7258 3.5321 2.6214 0.000
H 2.2583 5.8196 0.7898 0.000
H 1.4512 5.3847 2.2805 0.000
H 0.1680 4.9400 -0.0829 0.000
H 0.1883 3.6024 1.1530 0.000
C -3.5955 2.1709 3.4634 0.000
C -3.7635 0.8465 2.6047 0.000
C -4.7681 0.9800 1.4443 0.000
C -4.0430 -0.3306 3.5657 0.000
C -2.3975 0.6232 1.9769 -0.009
N -1.4460 0.5655 1.2932 0.014
H -4.5060 2.3128 4.1463 0.000
H -3.4826 3.0285 2.8474 0.000
H -2.6798 2.0995 4.0847 0.000
H -5.7639 1.2030 1.8346 0.000
H -4.8788 0.0588 0.8694 0.000
H -4.5107 1.7995 0.7673 0.000
H -4.9031 -0.1026 4.2206 0.000
H -3.1852 -0.3253 4.2824 0.000
H -4.2300 -1.3485 3.1431 0.000
```

Gap between HOMO and LUMO (spin up / spin down) = 9.03 / 5.32 eV
Lowest unoccupied orbital energy (spin up / spin down) = -5.222 / -8.939 eV
ΔE to the lowest compared entry with this formula, charge and spin = 0.000 eV
Charge = +2
Multiplicity = 8

***

4.
Molecular formula: C15H34NO2P2SiY
Method: DFT, ωB97M-V with the def2-TZVPD basis set

Geometry as XYZ:
```
56
Properties=species:S:1:pos:R:3:lowdin_charge:R:1
Y 0.2408 0.9557 0.0524 1.317
P 2.5552 -0.8939 0.2767 0.806
C 2.5235 -1.2087 -1.4784 -0.337
C 1.2663 -1.2771 -2.1693 -0.363
N 0.0731 -0.6338 -1.7567 -0.049
C -1.0885 -1.1271 -2.2488 -0.352
C -1.1130 -2.1527 -3.1988 -0.049
C 0.0693 -2.7118 -3.6915 -0.045
C 1.2631 -2.2220 -3.2326 -0.029
C -2.4735 -0.6106 -1.8150 -0.232
P -2.6324 1.0657 -1.2320 0.921
H 2.2160 -2.6389 -3.5388 0.128
H -2.0879 -2.4960 -3.5510 0.118
H 0.0435 -3.5217 -4.4104 0.123
H -3.1098 -0.7610 -2.7203 0.132
H -2.8693 -1.3379 -1.0722 0.126
H 2.6119 1.1648 -2.3442 0.052
H 3.4513 -1.0834 -2.0761 0.097
H 0.9463 4.0934 -0.8599 0.052
O 1.9269 1.6937 -1.9348 -0.109
H 1.3502 1.6331 -2.7342 0.080
H -1.6637 1.6558 -0.4410 -0.043
O 0.8032 3.8338 0.0451 -0.053
H -0.1670 3.9859 0.1144 0.062
C -2.7794 2.2438 -2.5606 -0.173
H -3.6594 2.1186 -3.2140 0.098
H -2.7999 3.2566 -2.1343 0.078
H -1.8857 2.2037 -3.1972 0.075
C -3.9477 1.2357 -0.0361 -0.171
H -3.5906 2.0101 0.6615 0.062
H -4.9094 1.5404 -0.4678 0.089
H -4.1188 0.3367 0.5699 0.083
C 2.6641 -2.7339 0.4740 -0.234
H 3.6530 -3.0750 0.1381 0.066
H 2.5041 -3.0060 1.5144 0.034
H 1.9113 -3.2152 -0.1661 0.055
C 4.2570 -0.3152 0.6742 -0.256
H 4.3312 -0.2218 1.7654 0.039
H 5.0450 -1.0064 0.3520 0.058
H 4.4597 0.6721 0.2401 0.044
C 1.4406 -0.0208 3.6493 -0.184
Si -0.3279 0.0816 3.0060 0.358
C -1.4475 -0.5588 4.3869 -0.169
C -0.7212 1.9130 2.7006 -0.204
C -0.5349 -0.7738 1.3642 -0.429
H 1.4651 0.2525 4.7168 0.051
H 2.1172 0.6638 3.1191 0.016
H 1.8456 -1.0372 3.5522 0.040
H -1.3024 -0.0386 5.3468 0.045
H -2.5125 -0.4476 4.1389 0.031
H -1.2793 -1.6258 4.5961 0.048
H -0.0696 2.4998 2.0152 -0.008
H -1.7860 2.0663 2.4690 0.034
H -0.5253 2.3424 3.6935 0.069
H -0.0272 -1.7519 1.4382 0.005
H -1.6045 -1.0142 1.2110 -0.006
```

Gap between HOMO and LUMO (spin up / spin down) = 4.42 / 4.43 eV
Lowest unoccupied orbital energy (spin up / spin down) = -7.437 / -7.437 eV
Charge = +2